C5H10FeO3 | ωB97M-V with the def2-TZVPD basis set

Structure (ORCA input):
```
! RIJCOSX wB97M-V def2-TZVPD def2/J DEFGRID3
* xyz 1 6
Fe 3.95 0.59 0.74
O 2.18 0.02 -0.19
O 0.59 1.30 -1.01
O 0.02 -0.55 -0.06
C -1.17 2.21 0.65
C -0.26 -2.86 0.57
C 0.07 -1.89 -0.55
C 1.00 0.29 -0.27
C -0.44 2.23 -0.68
H -0.12 -3.89 0.21
H -1.30 -2.74 0.89
H 1.04 -2.13 -1.00
H -2.03 2.88 0.60
H -0.53 2.59 1.45
H 0.03 3.21 -0.82
H -1.17 2.13 -1.50
H -1.58 1.21 0.86
H -0.68 -1.91 -1.34
H 0.40 -2.70 1.44
*
```

E_tot	-1685.5867	Ha
highest occupied orbital energy (spin up / spin down)	-12.521 / -14.558	eV
energy relative to the best compared isomer or geometry (same formula, charge and spin)	0.0	kJ/mol
frontier orbital gap (spin up / spin down)	8.93 / 8.73	eV
LUMO level (spin up / spin down)	-3.6 / -5.8	eV

Atomic partial charges in e from the Löwdin method, atoms 1 to 5: 0.965 -0.112 0.068 0.042 -0.057


C4H4Br2N2 | ωB97M-V with the def2-TZVPD basis set

Structure (ORCA input):
```
! RIJCOSX wB97M-V def2-TZVPD def2/J DEFGRID3
* xyz 0 1
Br -3.82 -0.18 -0.37
Br -0.93 2.19 -0.02
N 1.16 -0.81 1.50
N 0.26 -1.56 1.00
C -0.43 -0.98 0.04
C -0.06 -0.47 -1.30
C -0.06 0.49 -0.06
C 1.15 0.48 0.84
H 0.97 1.32 1.68
H 2.17 0.72 0.57
H -1.03 -0.29 -1.98
H 0.63 -0.92 -1.92
*
```

E_tot	-5412.1236	Ha
highest occupied orbital energy (spin up / spin down)	-9.981 / -8.938	eV
energy relative to the best compared isomer or geometry (same formula, charge and spin)	406.3	kJ/mol
frontier orbital gap (spin up / spin down)	8.51 / 5.45	eV
LUMO level (spin up / spin down)	-1.5 / -3.5	eV

Atomic partial charges in e from the Löwdin method, atoms 1 to 5: 0.030 0.726 0.049 0.045 -0.228


C2H3NS2 | ωB97M-V with the def2-TZVPD basis set

Structure (ORCA input):
```
! RIJCOSX wB97M-V def2-TZVPD def2/J DEFGRID3
* xyz 0 1
S 2.47 -0.18 -0.01
S -2.27 -0.49 -0.02
N 0.04 0.76 0.03
C -1.29 0.81 0.03
C 0.87 -0.34 0.01
H 0.33 -1.20 0.23
H -1.67 1.87 0.08
H 0.38 1.70 -0.22
*
```

E_tot	-929.1069	Ha
highest occupied orbital energy	-8.931	eV
energy relative to the best compared isomer or geometry (same formula, charge and spin)	27.3	kJ/mol
SMILES string	S=CNC=S
frontier orbital gap	7.87	eV
LUMO level	-1.1	eV

Atomic partial charges in e from the Löwdin method, atoms 1 to 5: 0.678 0.643 -0.138 -0.729 -0.697


C11H10BF4I2NO2 | ωB97M-V with the def2-TZVPD basis set

Structure (ORCA input):
```
! RIJCOSX wB97M-V def2-TZVPD def2/J DEFGRID3
* xyz 0 1
I 3.46 -0.77 -2.25
I 1.41 2.69 0.73
F -0.56 -0.18 2.82
F -2.68 0.64 3.13
F -1.63 -0.45 4.83
F -2.33 -1.63 2.99
O -1.54 1.89 -1.09
O -0.01 1.31 -2.58
N 0.51 -2.26 0.63
C 3.02 0.97 -1.16
C -3.39 -0.46 -0.51
C 1.97 0.98 -0.37
C 3.90 2.17 -1.29
C -0.70 -2.23 0.11
C 1.38 -1.27 0.51
C 1.06 -0.16 -0.18
C -0.21 -0.09 -0.75
C -2.45 -1.11 -1.17
C -1.08 -1.13 -0.59
C -0.59 1.10 -1.54
B -1.81 -0.40 3.45
H -4.40 -0.81 -0.45
H 4.22 2.42 -0.29
H -1.70 2.57 -1.76
H 0.76 -3.07 1.17
H 3.34 2.98 -1.74
H 2.34 -1.37 0.98
H -3.10 0.42 0.04
H -2.64 -1.63 -2.10
H -1.34 -3.07 0.26
H 4.80 1.94 -1.83
*
```

E_tot	-1650.2536	Ha
highest occupied orbital energy	-9.552	eV
energy relative to the best compared isomer or geometry (same formula, charge and spin)	0.0	kJ/mol
frontier orbital gap	7.99	eV
LUMO level	-1.6	eV

Atomic partial charges in e from the Löwdin method, atoms 1 to 5: 0.960 1.078 0.059 0.094 0.115


C4H8N2 | ωB97M-V with the def2-TZVPD basis set

Structure (ORCA input):
```
! RIJCOSX wB97M-V def2-TZVPD def2/J DEFGRID3
* xyz 2 1
N 0.75 -1.34 0.25
N -1.02 -0.10 -0.05
C -2.23 0.57 -0.06
C 1.32 -0.21 0.16
C 2.24 0.81 -0.03
C -0.68 -1.29 0.12
H -2.00 1.65 -0.22
H 2.31 1.66 0.72
H -1.28 -2.16 0.08
H -3.13 0.38 0.67
H 3.08 0.22 -0.24
H 2.14 1.48 -0.89
H -2.68 0.55 -1.08
H 1.19 -2.21 0.55
*
```

E_tot	-265.8058	Ha
highest occupied orbital energy (spin up / spin down)	-19.712 / -19.656	eV
energy relative to the best compared isomer or geometry (same formula, charge and spin)	442.8	kJ/mol
frontier orbital gap (spin up / spin down)	6.93 / 6.80	eV
LUMO level (spin up / spin down)	-12.8 / -12.9	eV

Atomic partial charges in e from the Löwdin method, atoms 1 to 5: 0.244 0.070 -0.041 0.252 0.114


C5H11N2 | ωB97M-V with the def2-TZVPD basis set

Structure (ORCA input):
```
! RIJCOSX wB97M-V def2-TZVPD def2/J DEFGRID3
* xyz 1 1
N -1.87 -0.78 0.54
N 0.35 -0.20 -0.19
C -1.14 0.16 0.04
C 1.29 0.72 0.07
C 0.74 -1.55 -0.43
C -1.67 1.44 -0.29
C 2.52 0.40 0.48
H -2.78 1.50 -0.55
H -1.70 2.12 0.64
H 1.29 -2.10 0.48
H -1.12 2.08 -0.96
H -0.15 -2.08 -0.81
H -1.61 -1.76 0.85
H 1.44 -1.45 -1.19
H 3.18 1.22 0.68
H 2.98 -0.62 0.50
H -2.80 -0.61 0.66
H 1.05 1.73 -0.21
*
```

E_tot	-306.3122	Ha
highest occupied orbital energy	-12.722	eV
energy relative to the best compared isomer or geometry (same formula, charge and spin)	187.1	kJ/mol
SMILES string	C=CN(C)C(C)=[NH2+]
frontier orbital gap	8.40	eV
LUMO level	-4.3	eV

Atomic partial charges in e from the Löwdin method, atoms 1 to 5: 0.251 -0.115 -0.198 -0.216 -0.058


C5H6O2 | ωB97M-V with the def2-TZVPD basis set

Structure (ORCA input):
```
! RIJCOSX wB97M-V def2-TZVPD def2/J DEFGRID3
* xyz 0 1
O -0.38 -2.22 0.93
O 0.69 -1.65 -1.55
C -0.53 2.52 0.57
C -0.64 -1.02 0.98
C -0.27 1.32 0.40
C 1.03 -0.46 -0.88
C 0.00 -0.04 0.14
H 2.00 -0.55 -0.36
H -1.28 1.16 -0.16
H -0.85 3.54 0.71
H 1.15 0.32 -1.64
H 0.47 -2.28 -0.84
H -1.39 -0.64 1.70
*
```

E_tot	-344.3967	Ha
highest occupied orbital energy (spin up / spin down)	-8.209 / -8.209	eV
energy relative to the best compared isomer or geometry (same formula, charge and spin)	538.8	kJ/mol
frontier orbital gap (spin up / spin down)	7.69 / 7.69	eV
LUMO level (spin up / spin down)	-0.5 / -0.5	eV

Atomic partial charges in e from the Löwdin method, atoms 1 to 5: -0.003 -0.057 0.215 -0.257 -0.216


C4H9O2S | ωB97M-V with the def2-TZVPD basis set

Structure (ORCA input):
```
! RIJCOSX wB97M-V def2-TZVPD def2/J DEFGRID3
* xyz -1 1
S -3.38 0.09 0.83
O -0.03 1.79 0.20
O 2.04 1.81 -0.52
C 0.99 1.21 -0.13
C -1.69 -0.09 1.69
C 1.05 -0.31 -0.21
C 1.22 -0.68 -1.57
H 0.23 -0.91 0.15
H 1.51 -1.70 -1.84
H 2.10 0.07 -1.78
H 0.39 -0.27 -2.23
H -0.87 0.17 1.01
H -1.54 -1.11 1.91
H -1.19 0.68 2.25
H 1.91 -0.58 0.54
H -2.74 -0.16 -0.28
*
```

E_tot	-706.4580	Ha
highest occupied orbital energy	-4.150	eV
energy relative to the best compared isomer or geometry (same formula, charge and spin)	236.1	kJ/mol
frontier orbital gap	7.42	eV
LUMO level	3.3	eV

Atomic partial charges in e from the Löwdin method, atoms 1 to 5: 0.571 -0.045 -0.109 -0.772 -0.454